46
Properties=species:S:1:pos:R:3:forces:R:3:nbo_charge:R:1 method="wB97M-V/def2-TZVPD" de_lowest_ev=2.569 e_tot_ha=-1163.7339 smiles="COc1ccc(N2CCN(C(=O)CNC(=O)c3ccco3)CC2)cc1" homo_lumo_gap_ev=8.01
C -6.266905 -2.889133 0.033834 -0.1 -0.1 0.1 -0.250
O -5.698130 -1.995155 -0.888448 0.2 0.2 -0.2 -0.496
C -4.717167 -1.149035 -0.448217 0.1 0.1 -0.1 0.267
C -4.215374 -1.103937 0.846395 -0.2 -0.2 -0.1 -0.284
C -3.220390 -0.203672 1.177598 0.1 0.1 -0.1 -0.224
C -2.675146 0.672621 0.237667 -0.3 -0.2 0.0 0.128
N -1.711138 1.599472 0.638828 0.0 0.4 0.2 -0.439
C -0.587104 1.149298 1.431687 0.3 -0.3 -0.1 -0.212
C 0.575173 0.691649 0.530910 -0.1 -0.1 0.5 -0.255
N 0.961929 1.774266 -0.345426 -0.4 -0.1 -0.2 -0.430
C 2.102914 2.487989 -0.328408 0.4 -0.1 0.2 0.666
O 2.279868 3.453104 -1.051829 0.2 0.3 -0.1 -0.636
C 3.226677 2.021663 0.607467 -0.1 0.2 0.1 -0.317
N 3.892519 0.846899 0.098649 0.1 0.2 -0.2 -0.595
C 3.870166 -0.348077 0.729674 0.0 0.3 -0.1 0.635
O 3.243894 -0.548656 1.758319 0.2 -0.2 0.1 -0.632
C 4.660110 -1.395196 0.070005 0.0 -1.2 0.6 0.148
C 4.861457 -2.700889 0.437522 -0.3 0.9 -0.1 -0.235
C 5.707142 -3.259830 -0.543961 0.2 0.3 -0.4 -0.316
C 5.958878 -2.259637 -1.434503 0.2 -0.8 0.1 0.116
O 5.334251 -1.130276 -1.076633 -0.1 0.5 0.0 -0.400
C -0.143655 2.231740 -1.167761 -0.2 0.4 -0.2 -0.248
C -1.300969 2.659900 -0.253353 0.1 0.0 -0.3 -0.222
C -3.194978 0.620698 -1.059270 0.1 0.0 0.1 -0.203
C -4.196128 -0.267328 -1.391171 -0.2 -0.3 0.1 -0.250
H -5.520644 -3.581362 0.438604 0.0 0.0 0.0 0.173
H -7.013776 -3.453117 -0.523087 0.0 0.0 0.1 0.199
H -6.755875 -2.360723 0.859313 0.0 0.0 0.0 0.173
H -4.596618 -1.757222 1.615562 -0.1 -0.1 0.0 0.218
H -2.878520 -0.175574 2.200793 0.0 0.0 0.1 0.210
H -0.878371 0.324172 2.077458 0.0 0.1 0.0 0.214
H -0.251683 1.983570 2.057685 0.0 -0.1 0.0 0.194
H 1.403079 0.340402 1.142372 0.0 0.0 -0.1 0.251
H 0.228356 -0.143218 -0.090950 0.1 0.0 0.1 0.197
H 3.941564 2.848846 0.664931 -0.2 -0.1 0.0 0.227
H 2.860630 1.791043 1.609607 0.1 0.0 -0.1 0.239
H 4.411969 0.941484 -0.760136 0.0 -0.1 0.1 0.414
H 4.450089 -3.179422 1.301618 -0.1 0.0 0.2 0.246
H 6.076526 -4.263631 -0.582472 0.1 -0.2 -0.1 0.234
H 6.546465 -2.230643 -2.331146 0.0 0.1 -0.1 0.208
H 0.206416 3.070329 -1.770901 -0.1 -0.1 0.0 0.251
H -0.457339 1.411498 -1.821519 0.0 0.0 0.0 0.193
H -2.152246 3.005776 -0.838159 0.0 0.0 0.0 0.214
H -0.956007 3.494167 0.368802 0.0 0.0 -0.1 0.202
H -2.823290 1.274017 -1.832528 0.1 0.1 0.0 0.201
H -4.588597 -0.298856 -2.395441 0.0 0.0 -0.1 0.222